The following is a DFT calculation (the ωB97M-V functional and the def2-TZVPD basis) of 2 unconnected molecules or ions with the total composition C11H15N at a distorted geometry.

Properties
- expectation value of S² = 0.77
- net charge = +1
- HOMO (spin up / spin down) (eV) = -13.00 / -13.51
- spin multiplicity = 2
- Kohn-Sham gap (spin up / spin down) (eV) = 9.34 / 6.61
- E (eV) = -13132.8828
- ΔE to the lowest compared entry with this formula, charge and spin (eV) = 0.3240

Geometry as XYZ:
```
27
Properties=species:S:1:pos:R:3:forces:R:3:nbo_charge:R:1
C 1.47338 1.43438 4.56253 0.6515 -0.1948 0.1133 -0.6061
C 0.91519 0.49095 3.49971 0.1805 0.4670 0.4208 -0.6086
H 1.60572 2.46267 4.21943 -0.5385 -0.0165 -0.1215 0.2071
H 0.85214 1.40153 5.45532 0.1140 0.2327 0.0823 0.2099
H 2.50220 1.16546 4.82294 -0.2214 -0.3195 0.2369 0.2088
H 0.72611 -0.49838 3.88154 0.0576 -0.4260 0.4485 0.2035
H 1.66203 0.36471 2.71847 -0.4291 0.2147 -0.5300 0.2030
H -0.06461 0.86508 3.20182 0.2008 0.0457 -0.6327 0.1851
C 0.45871 -0.06848 -4.22725 -0.3033 1.0595 0.8983 -0.6686
C -0.72954 -1.24443 -0.91565 -0.9232 0.3824 0.5403 0.1827
C -0.72022 -0.22866 -1.89434 1.2372 0.0601 0.1018 -0.1519
C 0.04972 -0.72603 -2.96098 -0.6409 -0.2621 -1.1757 0.1253
C 0.30386 -2.09420 -2.67889 0.8415 -0.1989 0.6779 0.1267
C -1.24985 -1.02061 0.34401 0.8856 -0.3963 -0.2484 -0.2082
C -1.46284 0.31257 0.66690 -1.1395 0.5229 -0.5547 -0.0769
C -1.46360 1.35852 -0.29010 0.0725 -0.9075 0.9262 -0.2282
C -1.12588 1.09066 -1.59050 0.2261 0.1918 0.0122 -0.0825
N -0.10174 -2.38130 -1.44721 -0.7266 -0.0344 -0.3428 -0.4566
H -1.37013 -1.82071 1.05975 0.1188 0.0663 0.1748 0.2464
H -1.79720 0.58798 1.65309 0.0839 -0.1864 0.2500 0.2386
H -0.19094 -3.31003 -1.06261 0.2591 -0.0146 0.0819 0.4476
H -1.75462 2.30375 0.13066 0.0665 0.4853 -0.5389 0.2475
H 0.89734 -2.79794 -3.24000 -0.2064 -0.0741 -0.2401 0.2460
H -1.07554 1.86299 -2.34821 -0.1358 -0.0226 0.0274 0.2394
H -0.40115 0.44384 -4.66339 -0.0624 -0.2290 -0.2209 0.2594
H 0.93827 -0.71811 -4.93541 0.1233 -0.2683 -0.2096 0.2490
H 1.12319 0.76375 -3.96166 0.2081 -0.1774 -0.1773 0.2616
```
Forces are in eV/Å.